1.
DFT (wB97M-V/def2-TZVPD) results for C29H41N3O5S3SiY as an isolated structure.

Geometry as XYZ:
```
83
Properties=species:S:1:pos:R:3:forces:R:3
Y 0.251327 0.328383 -0.300999 -0.036 -0.092 -0.075
C 1.111210 -2.346471 -1.952057 0.018 0.046 -0.051
C 2.465366 -1.746604 -1.622892 -0.057 -0.025 0.000
O 2.311039 -0.332800 -1.419397 0.067 0.011 0.043
C 3.485967 0.257983 -0.828799 0.027 -0.059 0.001
C 3.213016 1.688289 -0.395326 -0.006 0.030 0.002
O 1.973877 1.793106 0.331797 0.032 0.109 0.034
C 2.006680 2.290733 1.682972 -0.061 -0.040 0.028
C 0.561261 2.513740 2.104232 0.068 0.001 -0.030
O -0.180609 1.348619 1.731603 -0.006 0.020 0.007
C -1.276831 0.887435 2.542013 -0.006 -0.057 -0.001
C -1.364528 -0.620600 2.402501 -0.046 0.005 0.019
O -1.316430 -0.949030 1.003532 0.034 0.078 0.054
C -1.436315 -2.349365 0.721548 -0.017 -0.032 -0.028
C -1.036161 -2.596844 -0.722818 -0.021 0.012 -0.014
O 0.193865 -1.886627 -0.954282 0.016 -0.015 0.075
H 1.181945 -3.435099 -1.916814 0.004 -0.001 -0.001
H 0.761375 -2.036035 -2.940605 -0.020 -0.003 0.008
H 3.159195 -1.924171 -2.448456 -0.001 -0.012 0.002
H 2.861724 -2.183994 -0.705408 0.004 0.009 -0.006
H 4.296658 0.266437 -1.563159 -0.010 -0.008 -0.006
H 3.766701 -0.350787 0.031256 0.041 0.004 -0.012
H 3.130504 2.358767 -1.247991 0.022 0.000 -0.017
H 4.045403 2.013222 0.230975 -0.035 0.010 0.025
H 2.550365 3.236810 1.712426 -0.005 0.003 0.008
H 2.488613 1.551783 2.324687 0.015 0.010 -0.003
H 0.132519 3.384171 1.600943 -0.010 -0.005 0.007
H 0.513114 2.663424 3.183635 0.014 -0.014 0.004
H -2.187878 1.378902 2.205249 -0.002 0.001 -0.002
H -1.088915 1.134111 3.588267 0.012 0.004 -0.003
H -2.318291 -0.956872 2.820234 -0.001 0.011 0.000
H -0.538727 -1.113652 2.915418 0.009 -0.006 0.002
H -2.471369 -2.667115 0.872655 -0.001 -0.004 -0.013
H -0.791352 -2.908228 1.396156 0.010 0.000 0.022
H -1.790172 -2.229357 -1.421462 0.007 -0.001 -0.004
H -0.878489 -3.666964 -0.869465 0.005 -0.001 -0.001
N 0.843627 1.803561 -2.304345 0.035 -0.012 -0.002
C 1.094684 2.427531 -3.234150 -0.056 -0.007 0.006
C 1.415815 3.217342 -4.384821 0.012 0.032 -0.025
C 1.887644 2.590663 -5.538116 -0.007 -0.011 0.006
C 2.203415 3.361463 -6.642217 0.000 0.002 -0.004
C 2.051377 4.741244 -6.592224 -0.002 -0.001 0.006
C 1.581492 5.359998 -5.441067 0.002 0.002 -0.010
C 1.259447 4.602522 -4.329067 -0.006 -0.014 0.013
H 1.998838 1.515033 -5.563192 -0.001 0.000 -0.001
H 2.567223 2.887216 -7.543064 0.000 -0.002 0.000
H 2.299750 5.338997 -7.458840 -0.001 0.001 -0.001
H 1.463323 6.434218 -5.411284 -0.001 0.001 0.001
H 0.883604 5.067904 -3.427999 -0.001 0.001 -0.001
S 0.594172 -6.621038 1.655457 -0.004 0.006 0.005
C 0.944051 -5.070908 2.085449 0.014 -0.039 -0.045
S 1.893054 -3.983566 1.099168 -0.026 0.011 0.060
C 1.544475 -2.648713 2.180122 -0.011 -0.024 -0.041
N 0.858908 -3.009767 3.211819 0.004 0.003 0.011
N 0.558302 -4.358616 3.173135 0.029 0.029 -0.002
C -0.243456 -4.861910 4.244628 -0.030 -0.034 0.037
C -1.347914 -4.130821 4.654656 -0.004 0.026 -0.019
C -2.127305 -4.598943 5.699981 0.005 -0.018 0.001
C -1.803272 -5.793824 6.326710 0.005 0.000 0.001
C -0.692242 -6.513722 5.911603 -0.012 0.006 0.008
C 0.096536 -6.049903 4.870562 0.022 -0.001 -0.015
S 2.019433 -1.029000 1.824803 0.017 0.005 0.007
H -1.580629 -3.195157 4.163971 0.000 0.001 0.005
H -2.989244 -4.031248 6.024567 0.000 0.001 -0.001
H -2.413638 -6.161160 7.140637 0.000 -0.001 0.001
H -0.432011 -7.441546 6.402705 0.000 -0.001 0.001
H 0.963017 -6.605110 4.542221 -0.004 0.002 0.002
C -1.514932 3.974241 -1.792749 -0.018 0.010 0.015
Si -2.659578 2.551586 -1.309195 -0.034 0.060 -0.023
C -4.138431 2.640794 -2.462919 -0.001 0.006 0.015
C -3.291332 2.975138 0.416922 -0.003 0.000 -0.006
C -1.821539 0.902979 -1.349113 -0.025 0.005 -0.084
H -2.032615 4.925312 -1.644232 0.004 0.002 -0.004
H -1.237726 3.916428 -2.847845 -0.001 -0.005 -0.007
H -0.596696 3.996680 -1.197982 0.001 0.002 -0.003
H -4.611318 3.625556 -2.436363 -0.004 -0.002 -0.004
H -4.893285 1.901837 -2.183976 -0.003 -0.001 -0.004
H -3.848314 2.436982 -3.496312 0.009 -0.002 0.000
H -3.944521 3.849258 0.364151 -0.001 0.001 0.008
H -2.481108 3.226061 1.107260 0.013 -0.003 -0.004
H -3.877552 2.160725 0.850483 -0.002 -0.002 0.001
H -1.637469 0.695702 -2.418343 -0.002 -0.006 0.001
H -2.591677 0.182700 -1.033733 0.022 -0.017 0.021
```
Positions in Å, forces in eV/Å.

For the molecular weight, the calculation gives 724.856 g mol⁻¹. The calculation puts the relative energy (zero: lowest compared OMol25 entry of this formula, charge and spin) at 0.0 kJ/mol. The net charge is +1.

=====

2.
DFT (wB97M-V/def2-TZVPD) results for C29H41N5OS3Y as an isolated structure.

Geometry as XYZ:
```
80
Properties=species:S:1:pos:R:3:forces:R:3
Y 0.042939 -0.206482 0.018256 -1.368 0.385 -1.003
C -0.495435 0.266432 3.236350 -0.013 -0.039 -0.035
N 0.134418 -0.818479 2.454648 0.150 -0.131 -0.129
C -0.545541 -2.093745 2.761952 0.014 0.028 0.012
C 1.565521 -0.840698 2.767070 0.148 -0.015 -0.012
C 2.055424 -1.533741 3.860930 -0.142 0.026 0.078
C 3.384029 -1.425475 4.244178 0.012 0.024 -0.016
C 4.209162 -0.562666 3.543239 -0.023 -0.011 -0.006
C 3.739384 0.115481 2.428639 0.058 -0.097 -0.005
C 2.429786 -0.061424 1.968326 -0.001 0.219 -0.033
N 1.888548 0.524470 0.820436 1.187 0.099 0.570
C 2.648483 1.293887 -0.075589 0.002 -0.064 0.247
C 3.956175 1.005117 -0.475911 0.018 0.045 -0.059
C 4.633602 1.830729 -1.361466 -0.016 -0.007 0.001
C 4.008666 2.947347 -1.895675 0.002 -0.006 0.013
C 2.688435 3.216785 -1.557134 -0.015 -0.030 -0.009
C 2.004724 2.396039 -0.671803 -0.058 0.054 -0.037
N 0.620237 2.614174 -0.308846 0.019 -0.097 0.132
C 0.556842 3.229485 1.031095 -0.022 0.018 -0.027
C -0.125150 3.462002 -1.239847 -0.012 -0.053 -0.030
H -0.345061 0.104097 4.307225 -0.016 0.013 0.003
H -0.053237 1.223618 2.964428 0.010 0.008 0.011
H -1.568033 0.288581 3.035881 -0.003 -0.003 0.008
H -0.656077 -2.239821 3.839542 -0.003 -0.009 -0.001
H -1.537165 -2.090054 2.309496 -0.003 0.002 0.005
H 0.028422 -2.918767 2.346593 -0.008 -0.008 -0.001
H 1.388110 -2.152572 4.446300 0.010 -0.010 0.000
H 3.751413 -1.980026 5.095861 0.003 0.002 0.004
H 5.233598 -0.413726 3.858791 0.004 0.000 -0.002
H 4.404266 0.785983 1.905941 -0.002 0.002 0.017
H 4.441205 0.117314 -0.094216 0.009 0.008 0.002
H 5.652659 1.593338 -1.638738 0.005 -0.001 0.000
H 4.536754 3.602753 -2.574809 0.002 0.001 -0.005
H 2.193757 4.076433 -1.988772 0.012 0.004 -0.008
H 0.963834 4.245996 1.006135 0.000 0.003 0.003
H -0.481562 3.289483 1.363858 0.002 0.001 0.011
H 1.128737 2.637343 1.739358 0.012 -0.002 -0.002
H 0.148884 4.519314 -1.149632 0.014 -0.002 -0.019
H 0.044776 3.145747 -2.266083 -0.019 -0.028 0.001
H -1.191313 3.380420 -1.022002 0.006 0.029 0.022
S -2.057324 -1.964200 -0.657118 -0.049 -0.273 0.030
C -0.655976 -2.961674 -0.591034 0.038 0.057 -0.017
N 0.526993 -2.481461 -0.260337 0.093 -0.071 0.091
C 1.515187 -3.455401 -0.231662 -0.024 0.061 -0.054
C 2.850568 -3.249142 0.106700 0.012 -0.012 0.003
C 3.709455 -4.330738 0.074717 -0.012 -0.019 -0.014
C 3.252779 -5.602463 -0.287399 0.010 0.023 0.008
C 1.926576 -5.815720 -0.616004 -0.009 0.010 -0.008
C 1.060538 -4.728056 -0.582205 -0.001 -0.048 -0.005
S -0.647490 -4.663596 -0.922713 -0.028 -0.052 -0.028
H 3.192647 -2.264012 0.402169 -0.008 0.006 0.007
H 4.749338 -4.194349 0.339836 0.004 -0.003 0.001
H 3.944468 -6.433551 -0.303687 0.003 -0.002 0.000
H 1.574568 -6.801517 -0.888212 -0.002 -0.002 -0.001
N -2.160669 1.074643 0.340213 0.044 -0.060 0.011
H -2.214140 2.031938 0.673593 0.023 -0.009 0.016
H -2.773396 0.514251 0.927341 -0.003 0.004 -0.013
H -2.590731 1.054881 -0.582020 -0.005 0.018 0.009
C -0.616594 0.882655 -7.161761 -0.025 -0.005 -0.009
C -0.014021 1.366772 -5.848933 0.000 0.004 0.024
C 0.000980 0.256781 -4.803005 0.070 -0.086 -0.051
S 0.956275 0.767316 -3.362862 -0.092 -0.206 -0.041
O 0.432723 -0.130961 -2.240606 -0.040 0.314 0.333
C 2.603037 0.118223 -3.783270 -0.019 -0.034 -0.028
C 2.913935 -1.214026 -3.105257 -0.079 0.016 -0.002
C 2.252302 -2.421936 -3.753552 -0.053 -0.005 0.004
H -0.630345 1.681743 -7.901174 0.001 0.004 0.002
H -1.642374 0.539525 -7.020193 0.001 -0.001 0.008
H -0.041301 0.052880 -7.574672 0.006 0.003 0.000
H -0.581022 2.216571 -5.462107 0.020 0.012 0.000
H 1.004390 1.729513 -6.021504 0.008 -0.027 -0.021
H 0.419761 -0.667513 -5.202372 -0.005 -0.033 0.060
H -0.990202 0.039391 -4.401544 -0.027 0.042 -0.046
H 3.307192 0.892819 -3.483911 -0.045 0.013 0.067
H 2.608674 0.044006 -4.873045 0.103 -0.010 -0.005
H 2.607537 -1.161961 -2.059101 0.074 0.052 0.033
H 4.000689 -1.318047 -3.094957 0.005 -0.035 -0.078
H 1.165592 -2.376023 -3.654448 0.008 0.006 0.006
H 2.581879 -3.341944 -3.270176 0.011 -0.005 0.013
H 2.498683 -2.494014 -4.815030 0.018 -0.005 -0.003
```
Positions in Å, forces in eV/Å.

For the molecular weight, the calculation gives 660.788 g mol⁻¹. The calculation puts the relative energy (zero: lowest compared OMol25 entry of this formula, charge and spin) at 37.1 kJ/mol. The net charge is +1.